# 1
Below is a molecular structure, C42H36Cl2N8O2S3Sc at a distorted geometry, with properties calculated with the ωB97M-V functional and the def2-TZVPD basis.

```
94
C42H36Cl2N8O2S3Sc (the ωB97M-V functional and the def2-TZVPD basis)
Sc -0.28 -0.40 -2.02
Cl 5.50 -3.58 0.00
C 4.42 -2.37 -0.61
C 3.19 -2.76 -1.11
C 2.30 -1.80 -1.56
N 1.02 -2.03 -2.09
C 0.74 -3.11 -2.85
O 1.34 -4.16 -2.92
C -0.46 -2.88 -3.76
C -0.91 -3.88 -4.59
C -1.97 -3.61 -5.45
C -2.53 -2.34 -5.45
C -2.02 -1.39 -4.59
N -1.00 -1.65 -3.77
C 2.66 -0.43 -1.54
C 3.91 -0.06 -1.10
C 4.78 -1.03 -0.61
Cl 6.30 -0.50 0.02
N 1.63 0.43 -1.98
C 1.89 1.66 -2.46
O 2.97 2.22 -2.60
C 0.63 2.39 -2.89
C 0.69 3.71 -3.30
C -0.49 4.35 -3.63
C -1.69 3.65 -3.55
C -1.65 2.32 -3.16
N -0.51 1.70 -2.84
H 2.93 -3.81 -1.14
H -0.42 -4.85 -4.55
H -2.34 -4.38 -6.11
H -3.34 -2.09 -6.12
H -2.42 -0.39 -4.56
H 4.22 0.97 -1.14
H 1.65 4.20 -3.33
H -0.49 5.38 -3.94
H -2.63 4.12 -3.79
H -2.56 1.74 -3.07
S -1.46 0.53 0.35
C -0.24 1.07 1.37
N -0.09 0.66 2.61
C 1.21 0.84 3.27
C 2.29 0.78 2.21
N 2.03 1.84 1.24
C 3.14 2.76 0.94
C 3.65 3.46 2.17
C 2.79 4.26 2.92
C 3.25 4.88 4.07
C 4.57 4.71 4.48
C 5.43 3.92 3.73
C 4.96 3.29 2.58
C 0.77 2.11 0.91
S 0.16 3.49 0.23
C -1.11 -0.09 3.35
C -0.72 -1.54 3.54
C -0.30 -2.29 2.44
C 0.06 -3.62 2.61
C 0.01 -4.20 3.86
C -0.41 -3.46 4.96
C -0.76 -2.12 4.79
H 1.32 0.04 3.99
H 1.24 1.81 3.79
H 2.31 -0.20 1.71
H 3.26 0.97 2.65
H 2.77 3.46 0.20
H 3.94 2.17 0.48
H 1.77 4.41 2.59
H 2.59 5.52 4.65
H 4.93 5.20 5.37
H 6.46 3.78 4.04
H 5.63 2.67 1.99
H -2.04 0.00 2.79
H -1.24 0.41 4.31
H -0.27 -1.84 1.46
H 0.38 -4.20 1.75
H 0.30 -5.24 3.99
H -0.44 -3.91 5.94
H -1.08 -1.54 5.65
C -6.39 -2.64 1.13
C -5.47 -1.93 0.20
C -5.76 -0.77 -0.47
C -4.76 -0.21 -1.29
N -3.57 -0.76 -1.46
C -3.27 -1.91 -0.79
S -1.79 -2.66 -0.88
N -4.24 -2.45 0.03
C -5.04 1.07 -2.00
H -7.41 -2.28 1.01
H -6.08 -2.46 2.16
H -6.37 -3.71 0.95
H -6.73 -0.32 -0.39
H -3.97 -3.28 0.53
H -6.10 1.27 -2.10
H -4.59 1.05 -2.99
H -4.58 1.88 -1.43
```

HOMO-LUMO gap, eV: 6.775
F_max, eV Å⁻¹: 1.1
Total charge: +1
LUMO energy, eV: -2.971

***

# 2
Below is a molecular structure, C42H36N14O2STi at a distorted geometry, with properties calculated with the ωB97M-V functional and the def2-TZVPD basis.

```
96
C42H36N14O2STi (the ωB97M-V functional and the def2-TZVPD basis)
Ti 0.15 -0.17 0.36
C 2.13 6.11 1.17
C 2.74 5.61 2.33
C 2.65 4.27 2.67
C 1.93 3.44 1.82
C 1.65 2.01 1.86
N 0.79 1.69 0.82
C 0.65 2.81 0.02
N 0.11 2.87 -1.16
C -0.67 1.87 -1.62
C -1.41 1.90 -2.84
C -1.40 2.77 -3.93
C -2.27 2.52 -4.97
C -3.16 1.42 -4.93
C -3.20 0.57 -3.85
C -2.31 0.81 -2.79
C -2.10 0.15 -1.55
N -2.88 -0.84 -1.06
C -2.58 -1.46 0.03
N -1.38 -1.36 0.74
C -1.37 -2.40 1.68
N -0.34 -2.78 2.37
C 0.77 -2.01 2.43
N 0.79 -0.66 2.15
C 2.00 -0.14 2.59
N 2.29 1.17 2.61
C 2.82 -1.22 3.03
C 4.16 -1.27 3.43
C 4.70 -2.51 3.71
C 3.92 -3.69 3.60
C 2.60 -3.65 3.22
C 2.05 -2.40 2.92
C -2.67 -3.07 1.67
C -3.19 -4.07 2.48
C -4.50 -4.47 2.23
C -5.25 -3.89 1.21
C -4.72 -2.89 0.40
C -3.42 -2.49 0.66
N -1.07 0.77 -0.88
C 1.34 3.93 0.66
C 1.42 5.28 0.32
H 2.20 7.17 0.94
H 3.29 6.29 2.97
H 3.11 3.89 3.57
H -0.74 3.63 -3.95
H -2.29 3.18 -5.82
H -3.84 1.26 -5.76
H -3.89 -0.26 -3.79
H 4.75 -0.37 3.53
H 5.73 -2.59 4.01
H 4.38 -4.64 3.83
H 2.00 -4.55 3.13
H -2.59 -4.52 3.26
H -4.94 -5.24 2.85
H -6.27 -4.22 1.05
H -5.29 -2.44 -0.40
H 0.93 5.66 -0.57
N 2.91 0.30 -0.32
C 3.22 -0.91 -1.08
C 4.64 -1.44 -0.89
C 5.72 -0.40 -1.15
C 5.77 0.20 -2.56
N 4.70 1.19 -2.79
C 3.60 1.02 -3.53
N 2.53 1.80 -3.32
N 3.51 0.09 -4.48
C 2.15 -1.92 -0.69
O 2.37 -3.05 -0.37
O 0.92 -1.37 -0.76
H 3.21 1.15 -0.77
H 3.35 0.25 0.59
H 3.01 -0.72 -2.13
H 4.79 -2.31 -1.54
H 4.72 -1.81 0.14
H 6.70 -0.86 -0.97
H 5.64 0.42 -0.42
H 5.69 -0.59 -3.30
H 6.73 0.69 -2.72
H 4.73 2.01 -2.19
H 2.49 2.45 -2.55
H 1.65 1.51 -3.72
H 4.26 -0.56 -4.59
H 2.54 -0.25 -4.69
C 0.16 0.96 -6.74
N -0.46 -0.35 -6.64
C -1.25 -0.95 -7.63
C -1.63 -2.15 -7.17
N -1.06 -2.27 -5.90
C -0.34 -1.18 -5.57
S 0.48 -0.93 -4.11
H -0.26 1.48 -7.60
H 1.24 0.87 -6.87
H -0.06 1.53 -5.84
H -1.48 -0.45 -8.56
H -2.24 -2.91 -7.61
H -1.15 -3.05 -5.28
```

2S+1: 2
HOMO-LUMO gap (alpha / beta), eV: 4.945 / 4.536
F_max, eV Å⁻¹: 1.4
Total charge: +1
LUMO energy (alpha / beta), eV: -3.095 / -3.759